Entry from OMol25: a molecular structure, C34H40N4O7SeTl (ωB97M-V/def2-TZVPD).

Output
- Kohn-Sham gap (spin up / spin down) (Ha) = 0.2478 / 0.2478
- F_max (hartree/bohr) = 0.014
- relative energy (zero: lowest compared OMol25 entry of this formula, charge and spin) (eV) = 2.329
- HOMO level (spin up / spin down) (eV) = -5.0845 / -5.0824
- LUMO (spin up / spin down) (eV) = 1.658 / 1.660
- total charge = -1
- electronic energy (eV) = -126235.478

Last column: Mulliken charge in e.
Cartesian coordinates (Å):
Tl: 0.7255 -0.6215 0.3966  1.240
C: -0.5983 -2.4164 4.2875  -2.896
C: -1.3501 -1.4399 3.4129  1.364
C: -2.0496 -1.9229 2.3005  1.107
C: -2.1360 -3.4185 2.1164  -2.100
C: -2.6504 -1.0254 1.4064  1.376
C: -3.4621 -1.5397 0.2380  -2.420
C: -2.5006 0.3538 1.6076  0.704
C: -3.0389 1.3740 0.6359  -1.735
C: -1.8768 0.8266 2.7712  1.702
C: -1.8132 2.3178 2.9958  -2.327
C: -1.3543 -0.0732 3.7027  0.926
C: -0.8493 0.4156 5.0413  -2.133
H: -1.2658 -2.9550 4.9677  0.478
H: 0.1618 -1.9185 4.8852  0.510
H: -0.0931 -3.1538 3.6643  0.446
H: -1.2304 -3.7950 1.6374  0.202
H: -2.9744 -3.7155 1.4928  0.327
H: -2.2459 -3.9260 3.0753  0.440
H: -3.9863 -2.4575 0.4947  0.552
H: -2.8174 -1.7500 -0.6214  0.288
H: -4.2164 -0.8212 -0.0703  0.496
H: -3.8384 1.9646 1.0926  0.323
H: -3.4227 0.9306 -0.2771  0.379
H: -2.2470 2.0649 0.3471  -0.110
H: -1.1731 2.5828 3.8328  0.491
H: -2.8115 2.7237 3.1860  0.491
H: -1.4305 2.8202 2.1067  0.181
H: 0.1830 0.7704 4.9913  0.250
H: -0.8925 -0.3748 5.7878  0.507
H: -1.4663 1.2354 5.4066  0.498
O: 3.0656 -0.3070 -3.4619  -0.818
C: 2.1359 -0.0637 -2.6908  0.037
O: 1.8284 -0.7685 -1.6726  -0.849
C: 1.2343 1.1250 -3.0452  0.619
C: 1.2680 1.5240 -4.3487  -0.146
C: 0.5131 2.6158 -4.8160  -0.838
C: -0.2340 3.3567 -3.9238  -0.046
C: -0.2799 2.9977 -2.5916  -0.941
C: 0.3932 1.8078 -2.0766  0.129
O: 0.2220 1.4244 -0.8991  -0.057
N: -1.0618 3.8479 -1.7316  0.970
O: -0.8960 3.8136 -0.5214  -0.584
O: -1.8599 4.6257 -2.2566  -0.699
N: 0.5415 2.9814 -6.1970  1.029
O: 1.2247 2.3155 -6.9661  -0.667
O: -0.1229 3.9457 -6.5664  -0.675
H: 1.9084 0.9912 -5.0373  0.601
H: -0.7727 4.2298 -4.2570  0.638
C: 3.9387 1.0010 3.3349  -1.964
C: 2.7514 1.2607 2.3499  2.623
C: 1.7882 2.2471 3.0124  -1.936
C: 2.2798 -0.1612 2.2822  -1.208
C: 3.3463 1.8035 1.0537  -0.197
C: 3.0359 3.0695 0.5705  0.046
C: 3.6733 3.5704 -0.5570  -0.802
C: 4.6347 2.8217 -1.2142  -0.409
C: 4.9386 1.5500 -0.7499  -0.886
C: 4.2924 1.0452 0.3647  0.132
H: 3.5647 0.7073 4.3182  0.491
H: 4.5056 1.9277 3.4287  0.424
H: 4.6002 0.2212 2.9640  0.456
H: 1.4220 1.8278 3.9497  0.410
H: 0.9361 2.4349 2.3591  0.133
H: 2.2808 3.1963 3.2373  0.448
H: 1.6281 -0.3344 3.1596  0.204
H: 2.2779 3.6779 1.0442  0.272
H: 3.4076 4.5535 -0.9283  0.376
H: 5.1239 3.2084 -2.0988  0.394
H: 5.6576 0.9387 -1.2773  0.336
H: 4.5124 0.0399 0.7015  0.303
C: -0.2755 -2.0459 -3.6639  -0.748
N: -1.1256 -3.1767 -3.3590  0.406
C: -2.1272 -3.6428 -4.1824  -0.453
C: -2.7050 -4.6900 -3.5644  -0.609
N: -2.0537 -4.8585 -2.3591  0.219
C: -2.3748 -5.8646 -1.3744  -0.948
C: -1.0707 -3.9231 -2.2312  0.010
Se: 0.1078 -3.7887 -0.8304  -0.286
H: 0.1942 -2.1799 -4.6379  0.361
H: 0.4979 -1.9659 -2.9042  -0.162
H: -0.8561 -1.1224 -3.6720  0.420
H: -2.3308 -3.1917 -5.1370  0.451
H: -3.5149 -5.3256 -3.8746  0.474
H: -2.5141 -6.8278 -1.8641  0.357
H: -3.2848 -5.5986 -0.8340  0.310
H: -1.5496 -5.9236 -0.6690  0.293